The following is a quantum chemistry calculation of 2 unconnected molecules or ions with the total composition C2H10N2S2, from OMol25.

HOMO-LUMO gap, eV: 8.9
Strongest force on any atom, hartree/bohr: 0.0627
Energy relative to the best compared isomer or geometry (same formula, charge and spin), kcal per mole: 25.5
Structure (SMILES): CSS.NCN
Calculated total energy, Ha: -988.03424

Each line ends with the natural charge from an NBO analysis.
Cartesian coordinates (Å):
C 0.1629 0.2502 -0.9761  -0.7464
S -0.1751 0.5067 -2.7740  0.0720
S -1.9962 -0.5578 -2.8787  -0.1482
H 1.3031 -0.0833 -0.9203  0.2382
H -0.0079 1.2209 -0.3965  0.2296
H -0.4226 -0.5958 -0.7046  0.2266
H -2.4245 -0.1820 -1.6395  0.1269
N 2.2396 0.6129 3.2126  -0.8549
C 1.0775 -0.1975 3.4147  -0.0587
N 0.8319 -0.5581 4.8473  -0.8563
H 2.8961 0.5911 3.9959  0.3686
H 2.1085 1.6011 3.0422  0.3533
H 1.4169 -1.1218 3.0072  0.1681
H 0.2373 0.2462 2.8298  0.1673
H 0.6418 -1.5188 4.8856  0.3563
H 0.0503 -0.0398 5.2936  0.3575

Force components x, y, z for each atom (eV/Å):
C 3.030 0.957 -0.545
S -0.521 -0.124 0.604
S 0.251 0.254 0.515
H -2.388 0.897 0.158
H 0.106 -1.631 -0.715
H -0.431 -0.382 0.660
H -0.037 0.028 -0.657
N 1.273 1.571 0.288
C 0.130 -0.028 0.933
N -0.623 2.491 -0.574
H -0.381 -0.495 -0.241
H -0.539 -0.056 -0.024
H -0.626 -1.052 -0.706
H 0.381 -0.518 0.583
H -0.454 -1.402 0.257
H 0.828 -0.510 -0.535

The following is a quantum chemistry calculation of a gas-phase ion, C2H10N3O (charge +1), from OMol25.

HOMO-LUMO gap, eV: 10.6
Strongest force on any atom, hartree/bohr: 0.0674
Energy relative to the best compared isomer or geometry (same formula, charge and spin), kcal per mole: 93.6
Structure (SMILES): NO[C@H](N)C[NH3+]
Charge: +1
Calculated total energy, Ha: -321.37590

Each line ends with the natural charge from an NBO analysis.
Cartesian coordinates (Å):
C 0.4574 0.6236 0.8548  -0.2975
C -0.1200 0.6165 -0.6681  0.2595
N 0.4424 1.5923 -1.5170  -0.8443
N -0.1994 -1.7675 -0.4227  -0.5586
N -0.4705 -0.1824 1.6861  -0.7266
O 0.3311 -0.7248 -1.1957  -0.4082
H 1.5765 0.3978 0.7388  0.2620
H 0.4301 1.6524 1.2100  0.2399
H -1.2338 0.6313 -0.4569  0.1706
H 1.3610 1.3515 -1.9004  0.4014
H -0.0967 1.9223 -2.3175  0.4078
H -0.7988 -2.3264 -1.0374  0.3783
H 0.5069 -2.3952 -0.2248  0.3657
H -1.3402 0.2955 1.7702  0.4397
H -0.0614 -0.6949 2.4446  0.4516
H -0.7847 -0.9921 1.0361  0.4587

Force components x, y, z for each atom (eV/Å):
C 1.334 1.843 -2.615
C 0.833 -1.654 1.619
N -0.091 0.157 -0.105
N -2.659 0.410 -0.545
N 0.426 -1.914 -2.358
O -0.674 1.380 -0.094
H -1.817 -0.645 0.936
H -0.106 -0.020 0.084
H 0.930 0.224 -1.388
H -0.323 -0.131 0.649
H -0.322 -0.352 0.625
H -0.164 0.457 -0.009
H 2.382 -1.305 0.605
H -0.591 0.798 1.390
H -0.073 0.467 1.237
H 0.915 0.285 -0.029

The following is a quantum chemistry calculation of a gas-phase ion, C2H10N3O (charge +1), from OMol25.

HOMO-LUMO gap, eV: 10.8
Strongest force on any atom, hartree/bohr: 0.0782
Energy relative to the best compared isomer or geometry (same formula, charge and spin), kcal per mole: 89.2
Structure (SMILES): [NH3+]CNNCO
Charge: +1
Calculated total energy, Ha: -321.38282

Each line ends with the natural charge from an NBO analysis.
Cartesian coordinates (Å):
C -1.2689 -0.5326 0.4675  -0.0611
C 1.9854 0.0249 0.0739  0.0188
N -0.9516 -0.1567 -0.9747  -0.7692
N -0.0282 -0.9740 1.1230  -0.4551
N 0.8527 0.0830 1.0723  -0.5129
O 1.6394 0.6725 -1.2827  -0.7259
H -1.6630 0.4381 0.9234  0.2275
H -1.9865 -1.3370 0.5616  0.2314
H 2.8580 0.5665 0.5458  0.2155
H 2.5125 -0.9971 0.0280  0.2158
H 0.0746 0.4078 -1.1121  0.4773
H -1.5998 0.5040 -1.3707  0.4262
H 0.2459 -1.9241 0.8221  0.3692
H 1.3222 0.3144 2.0133  0.4014
H -1.0197 -1.0116 -1.6259  0.4374
H 1.4969 1.6691 -1.1209  0.5037

Force components x, y, z for each atom (eV/Å):
C 1.163 0.971 1.097
C 1.092 0.624 1.137
N 1.083 -0.743 -1.628
N -2.390 0.127 -0.636
N 3.917 0.885 0.163
O -0.575 0.411 2.619
H 0.652 -1.571 -0.340
H -0.319 0.019 -0.492
H -1.254 0.202 -0.695
H -1.634 1.079 -1.148
H -1.405 -1.939 0.258
H -0.781 0.297 0.014
H 0.359 0.865 0.282
H -1.306 -0.789 -1.754
H 0.555 1.584 1.191
H 0.844 -2.021 -0.069

The following is a quantum chemistry calculation of 2 unconnected molecules or ions with the total composition C2H10N3O, from OMol25.

HOMO-LUMO gap, eV: 11.7
Strongest force on any atom, hartree/bohr: 0.0303
Energy relative to the best compared isomer or geometry (same formula, charge and spin), kcal per mole: 10.0
Charge: +1
Calculated total energy, Ha: -321.50905

Each line ends with the natural charge from an NBO analysis.
Cartesian coordinates (Å):
C -0.2406 0.0731 0.2891  0.6705
N 0.1667 -0.0756 -0.9518  -0.7673
N -1.4436 -0.2983 0.6409  -0.5501
N 0.5736 0.5152 1.2327  -0.7782
C -2.5462 -0.5654 -0.2921  -0.4319
H -0.4019 -0.6011 -1.6204  0.4281
H 1.1615 0.0772 -1.1353  0.4520
H -1.6139 -0.2990 1.6496  0.4153
H 0.2534 0.3807 2.1950  0.4149
H 1.4160 1.0650 1.0462  0.4460
H -2.3335 -0.3143 -1.3449  0.2223
H -3.3687 0.0776 0.0636  0.2389
H -2.8743 -1.6172 -0.2407  0.2314
O 3.4110 0.4495 -0.7096  -0.9775
H 4.0079 1.2242 -0.8183  0.4970
H 3.8326 -0.0915 -0.0041  0.4886

Force components x, y, z for each atom (eV/Å):
C 0.307 -0.569 -0.282
N 0.686 0.115 -1.153
N -0.973 -0.381 0.420
N 0.736 0.479 1.288
C -0.837 -0.180 0.576
H 0.601 0.517 0.446
H -0.411 -0.090 -0.188
H -0.424 0.083 -0.803
H 0.542 0.550 -0.589
H -0.468 -0.640 0.022
H 0.125 0.072 0.708
H 0.144 -0.368 -0.490
H 0.233 0.427 -0.020
O 0.594 0.280 0.834
H -0.562 -0.794 0.028
H -0.292 0.499 -0.796

The following is a quantum chemistry calculation of 3 unconnected molecules or ions with the total composition C2H10N3S, from OMol25.

HOMO-LUMO gap, eV: 10.0
Strongest force on any atom, hartree/bohr: 0.1007
Energy relative to the best compared isomer or geometry (same formula, charge and spin), kcal per mole: 46.0
Charge: +1
Calculated total energy, Ha: -644.37817

Each line ends with the natural charge from an NBO analysis.
Cartesian coordinates (Å):
C 2.9707 0.3335 0.3682  0.0448
C -0.5270 -0.5386 -0.7185  0.3787
N 2.3680 -0.7501 0.7070  -0.6622
N 0.4160 -1.3331 -0.9390  -0.7219
N -1.4483 -0.1757 -1.5662  -0.7214
S -3.0395 1.7288 1.4360  -0.3022
H -0.6053 -0.1633 0.2432  0.2111
H 3.7742 0.8372 0.8339  0.1851
H 1.0883 -1.3586 -0.0235  0.4647
H 2.7258 -1.2303 1.5605  0.3886
H 0.4550 -1.8062 -1.8379  0.4152
H 2.7196 0.9679 -0.4659  0.1760
H -2.1665 0.4100 -1.3689  0.4219
H -2.6871 1.8922 2.6559  0.1503
H -1.5137 -0.6253 -2.5436  0.4153
H -4.2353 1.3457 1.7507  0.1561

Force components x, y, z for each atom (eV/Å):
C -0.971 -1.014 0.181
C -2.033 0.909 -0.771
N 0.823 0.846 0.675
N 1.896 -1.743 0.889
N 1.318 -2.891 -4.089
S 0.720 0.189 -2.089
H -0.176 1.088 1.807
H 1.145 -0.289 1.327
H 0.387 -0.183 -2.224
H 0.030 0.778 -0.773
H 0.570 -0.096 0.403
H -0.992 -0.507 -0.740
H -2.347 2.079 1.141
H 0.532 0.215 1.720
H 0.303 1.050 2.239
H -1.207 -0.430 0.303

The following is a quantum chemistry calculation of 2 unconnected molecules or ions with the total composition C2H10N4, from OMol25.

HOMO-LUMO gap, eV: 10.0
Strongest force on any atom, hartree/bohr: 0.0132
Energy relative to the best compared isomer or geometry (same formula, charge and spin), kcal per mole: 17.5
Structure (SMILES): [H]/N=C/N.NCN
Calculated total energy, Ha: -301.20034

Each line ends with the natural charge from an NBO analysis.
Cartesian coordinates (Å):
N 1.4011 -2.0728 -1.7089  -0.8386
C 0.4535 -1.1210 -2.2317  -0.0568
N -0.4330 -0.4961 -1.2294  -0.8486
H 0.9050 -2.9213 -1.4620  0.3618
H 1.9336 -1.6996 -0.9246  0.3536
H 0.9350 -0.3511 -2.8248  0.1653
H -0.1614 -1.6508 -2.9639  0.1699
H -0.1475 -0.8715 -0.3324  0.3482
H -0.2550 0.5015 -1.1745  0.3475
N -1.4556 2.2019 2.0607  -0.8146
C -0.4418 1.3065 1.9785  0.2815
N 0.1386 0.7773 2.9714  -0.7251
H -1.8796 2.4558 2.9360  0.3992
H -1.6744 2.7708 1.2665  0.3896
H -0.1483 1.0781 0.9507  0.1283
H 0.8298 0.0920 2.6884  0.3388

Force components x, y, z for each atom (eV/Å):
N -0.024 0.109 -0.111
C -0.522 -0.007 -0.431
N 0.396 0.068 0.101
H 0.336 0.066 0.277
H -0.199 -0.273 -0.190
H 0.401 0.236 0.107
H -0.034 -0.158 0.142
H -0.294 -0.019 0.134
H -0.057 -0.064 -0.096
N -0.337 0.186 -0.062
C 0.556 -0.169 -0.312
N -0.281 -0.099 0.555
H 0.285 -0.076 0.125
H -0.084 -0.072 -0.072
H -0.128 0.171 -0.062
H -0.015 0.101 -0.106

The following is a quantum chemistry calculation of C2H10N4O in the gas phase, from OMol25.

HOMO-LUMO gap, eV: 10.4
Strongest force on any atom, hartree/bohr: 0.0818
Energy relative to the best compared isomer or geometry (same formula, charge and spin), kcal per mole: 74.7
Structure (SMILES): CNN(N)[C@@H](N)O
Calculated total energy, Ha: -376.38241

Each line ends with the natural charge from an NBO analysis.
Cartesian coordinates (Å):
C -1.1888 -0.6221 0.2607  0.3664
C 1.7536 0.3961 -1.5717  -0.4187
N 0.3606 -0.5783 0.1022  -0.1446
N 0.4584 0.5691 -0.7366  -0.5168
N 0.9714 -0.2763 1.3564  -0.6953
N -1.6865 0.3494 1.2095  -0.8871
O -1.9041 -0.4741 -0.9369  -0.7241
H -1.2066 -0.0858 -1.4983  0.4968
H 0.6283 1.4573 -0.2626  0.3558
H -1.4130 -1.6282 0.6352  0.1285
H 0.4247 0.4300 1.8580  0.3492
H 1.0268 -1.1126 1.9345  0.3579
H -1.7998 -0.1207 2.1018  0.3575
H -2.6242 0.5933 0.8995  0.3888
H 2.6283 0.2342 -0.9343  0.1935
H 1.6451 -0.4404 -2.2683  0.2001
H 1.9259 1.3091 -2.1490  0.1921

Force components x, y, z for each atom (eV/Å):
C -0.378 -1.599 0.690
C -1.172 0.327 0.527
N -2.669 1.614 0.369
N 3.433 -0.321 -2.413
N 0.192 -0.129 0.146
N -0.071 0.150 0.257
O 1.458 -0.136 0.176
H -0.307 0.355 -0.316
H -0.493 -0.431 0.647
H 0.305 -0.103 -0.041
H -0.027 -0.177 -0.172
H -0.003 0.057 -0.348
H -0.017 0.260 0.064
H 0.260 0.149 0.009
H -0.212 -0.085 0.066
H -0.123 0.127 0.268
H -0.175 -0.058 0.072

The following is a quantum chemistry calculation of a gas-phase ion, C2H10N4O (charge +2), from OMol25.

HOMO-LUMO gap, eV: 11.3
Strongest force on any atom, hartree/bohr: 0.1433
Energy relative to the best compared isomer or geometry (same formula, charge and spin), kcal per mole: 48.8
Structure (SMILES): CO[N+]([NH3+])=C(N)N
Charge: +2
Calculated total energy, Ha: -375.66871

Each line ends with the natural charge from an NBO analysis.
Cartesian coordinates (Å):
C -1.1815 -0.4227 -0.0416  0.6756
C 2.2816 -0.6751 0.3225  -0.2822
N -1.0101 -1.6584 -0.3286  -0.6950
N -2.2557 0.2202 0.2960  -0.7249
N 0.0358 0.4392 0.1022  -0.0359
N 0.0532 1.7328 -0.2306  -0.5300
O 1.1892 -0.3166 -0.4350  -0.3670
H 2.6810 0.1163 0.8298  0.1939
H 2.9888 -1.2398 -0.3338  0.2717
H 2.0892 -1.3057 1.1464  0.2074
H -1.8417 -2.2236 -0.4702  0.4596
H -0.0897 -2.0370 -0.7874  0.5002
H -3.1763 -0.1396 0.1058  0.4686
H -2.1484 1.1705 0.7381  0.4289
H 1.0946 1.9955 -0.1130  0.5066
H -0.6111 2.3220 0.4064  0.4735
H -0.0987 2.0222 -1.2071  0.4491

Force components x, y, z for each atom (eV/Å):
C 3.244 2.855 0.433
C 1.197 -1.853 0.984
N 1.582 -1.786 -1.906
N -0.553 1.836 0.505
N 0.553 -7.226 1.328
N 1.162 4.090 -0.075
O -3.592 1.790 -2.677
H 1.744 2.551 0.579
H -0.665 0.955 0.138
H -0.987 -1.367 0.735
H 0.084 -0.293 0.253
H -2.207 1.219 1.246
H -0.406 0.018 0.221
H -0.880 -1.874 -0.598
H -1.638 0.262 0.442
H 1.916 -0.768 -1.103
H -0.554 -0.410 -0.505

The following is a quantum chemistry calculation of a gas-phase ion, C2H10N4S (charge +2), from OMol25.

HOMO-LUMO gap, eV: 9.4
Strongest force on any atom, hartree/bohr: 0.0289
Energy relative to the best compared isomer or geometry (same formula, charge and spin), kcal per mole: 30.2
Charge: +2
Calculated total energy, Ha: -698.66626

Each line ends with the natural charge from an NBO analysis.
Cartesian coordinates (Å):
C 1.3189 -0.4650 -0.5912  0.0682
C -0.2343 -0.7525 1.3771  -0.0718
N 0.6028 -1.3994 0.2978  -0.5275
N 1.2881 1.5692 -1.6283  -0.5350
N 0.7269 0.5971 -0.9805  -0.2217
N -1.4546 -0.2951 0.7832  -0.7934
S -1.5548 1.2646 0.1558  0.7525
H -2.0618 0.9743 -1.0812  0.1955
H 2.3481 -0.7326 -0.8027  0.2271
H -0.4574 -1.5164 2.1259  0.2703
H 0.3489 0.0508 1.8386  0.2489
H 1.3244 -2.0061 0.7159  0.4686
H 2.2589 1.5600 -1.9198  0.4102
H 0.7159 2.3650 -1.8670  0.4100
H -0.0725 -2.0315 -0.1645  0.4557
H -2.3038 -0.7612 1.0855  0.4583
H -2.7938 1.5788 0.6554  0.1842

Force components x, y, z for each atom (eV/Å):
C 0.368 0.785 -0.744
C 0.140 0.454 0.276
N -0.161 -0.423 0.151
N 0.296 0.254 -0.399
N -0.267 -1.035 0.990
N -0.008 0.452 0.046
S -1.236 -0.765 0.301
H 0.250 0.242 0.234
H -0.009 -0.103 0.048
H -0.018 0.102 -0.111
H 0.017 -0.207 -0.139
H -0.232 0.104 0.021
H -0.056 -0.097 0.022
H 0.097 -0.151 -0.036
H 0.542 0.100 -0.398
H -0.064 0.288 -0.193
H 0.338 0.001 -0.068

The following is a quantum chemistry calculation of 2 unconnected molecules or ions with the total composition C2H10N6O2, from OMol25.

HOMO-LUMO gap (spin up / spin down), eV: 7.9 / 7.9
Strongest force on any atom, hartree/bohr: 0.0954
Energy relative to the best compared isomer or geometry (same formula, charge and spin), kcal per mole: 80.3
Charge: +2
Calculated total energy, Ha: -560.31410

Each line ends with the natural charge from an NBO analysis.
Cartesian coordinates (Å):
C -3.0050 -1.1261 1.1514  0.2681
C 0.9951 -0.0565 -0.7033  0.7630
N 0.9551 1.0767 1.3646  -0.6125
N -1.9586 0.1802 -0.5796  -0.1925
N 2.3066 -0.0929 -0.5402  -0.3849
N 0.3029 0.6397 0.2290  -0.1423
N 3.1073 -0.7170 -1.5201  -0.6469
N -1.0928 0.9276 -0.0660  -0.1184
O -3.9925 -0.5950 1.6334  -0.5333
O 0.3836 -0.4953 -1.8241  -0.6292
H -2.7581 -1.9679 1.7677  0.1565
H 0.5908 0.4166 2.1225  0.3985
H 0.6770 2.0268 1.6427  0.4154
H -1.6713 -0.7417 -0.9282  0.4224
H 2.5262 0.2162 0.4150  0.4521
H 4.0650 -1.0621 -1.1314  0.4421
H 1.1041 -0.8265 -2.4805  0.5689
H 3.2862 0.0649 -2.1582  0.3922
H -1.4785 1.8261 0.4209  0.4412
H -4.3429 0.3063 1.1844  0.5398

Force components x, y, z for each atom (eV/Å):
C 2.203 0.377 -1.964
C 1.007 0.195 -2.268
N -1.700 -1.550 2.121
N -0.875 -0.591 1.413
N -1.303 -0.674 0.943
N -2.102 -0.371 -1.617
N 1.495 0.348 0.362
N -0.053 1.551 1.215
O -3.234 3.690 -0.004
O 2.074 0.314 0.997
H 0.340 -1.077 0.311
H 1.051 1.347 -0.716
H 0.402 -0.150 -0.496
H 0.426 0.409 -0.051
H 1.086 0.015 -0.542
H -2.408 0.760 -0.603
H -1.236 0.341 1.377
H 0.658 -0.518 -0.105
H 1.229 -1.789 -1.320
H 0.942 -2.627 0.946